[1]
The following is a quantum chemistry calculation of a cluster of 14 separate species, C78H198N14O25 in total in a non-equilibrium geometry, from the OMol25 dataset.

**Energy relative to the best compared isomer or geometry (same formula, charge and spin)**: 91.86 kcal per mole
**LUMO**: 0.5 eV
**E_HOMO**: -8.31 eV
**Multiplicity**: 1

Geometry as XYZ:
```
315
C78H198N14O25 wB97M-V/def2-TZVPD
C -1.302 5.815 -0.280
C -2.159 5.839 0.918
C -3.090 4.664 0.934
O -3.795 4.598 2.156
C -4.836 3.645 1.956
N -1.251 5.800 2.155
H -1.881 5.919 -1.180
H -0.678 4.964 -0.315
H -0.582 6.662 -0.310
H -2.806 6.745 0.924
H -2.581 3.707 0.745
H -3.804 4.749 0.115
H -5.358 3.538 2.850
H -4.393 2.735 1.565
H -5.518 4.038 1.213
H -0.919 6.765 2.312
H -1.792 5.586 2.960
C -1.025 7.324 -4.317
C -0.451 5.989 -4.825
C -1.566 5.037 -5.145
O -2.431 4.759 -4.057
C -1.820 3.859 -3.162
N 0.433 6.265 -6.009
H -0.239 7.946 -3.938
H -1.839 7.106 -3.577
H -1.394 7.860 -5.184
H 0.187 5.534 -4.060
H -1.195 4.103 -5.562
H -2.252 5.439 -5.933
H -1.770 2.886 -3.683
H -2.465 3.705 -2.333
H -0.852 4.141 -2.724
H 0.773 5.367 -6.323
H -0.130 6.672 -6.764
C -2.454 -1.821 0.714
C -1.108 -1.402 1.262
C -0.790 -0.007 0.786
O -0.526 -0.051 -0.607
C -0.366 1.191 -1.247
N -1.177 -1.423 2.740
H -3.203 -1.029 0.903
H -2.806 -2.779 1.242
H -2.417 -1.999 -0.360
H -0.368 -2.138 0.888
H 0.100 0.378 1.276
H -1.635 0.641 0.957
H 0.412 1.762 -0.722
H -1.297 1.728 -1.225
H -0.029 0.958 -2.208
H -0.292 -1.101 3.136
H -1.128 -2.410 3.070
C -1.578 -1.764 6.254
O -2.353 -2.879 6.579
C -2.536 -3.875 5.582
C -1.295 -4.694 5.253
N -0.448 -4.173 4.195
C 0.143 -5.238 3.379
C 1.327 -4.835 2.488
O 2.350 -4.269 3.263
C 3.566 -4.261 2.587
H -1.813 -0.951 6.936
H -1.864 -1.461 5.229
H -0.525 -1.933 6.394
H -2.832 -3.361 4.672
H -3.345 -4.527 5.886
H -1.699 -5.672 4.806
H -0.729 -4.989 6.139
H 0.201 -3.438 4.480
H -0.617 -5.658 2.722
H 0.417 -6.112 3.986
H 1.078 -4.064 1.754
H 1.616 -5.781 1.980
H 4.295 -4.065 3.279
H 3.607 -3.467 1.812
H 3.742 -5.252 2.068
C 6.474 -5.848 -1.488
O 6.188 -5.291 -2.796
C 7.136 -4.245 -3.137
C 6.433 -3.410 -4.200
N 5.231 -2.832 -3.614
C 5.199 -1.364 -3.757
C 3.911 -0.910 -3.107
O 3.574 -1.663 -1.928
C 2.318 -1.235 -1.344
H 5.727 -5.446 -0.802
H 7.491 -5.631 -1.071
H 6.308 -6.934 -1.539
H 8.067 -4.680 -3.541
H 7.381 -3.667 -2.231
H 6.285 -3.972 -5.128
H 7.187 -2.613 -4.511
H 5.091 -3.206 -2.654
H 5.161 -1.156 -4.802
H 6.154 -0.955 -3.319
H 3.098 -0.938 -3.835
H 3.804 0.181 -2.767
H 2.388 -0.165 -1.076
H 2.215 -1.814 -0.434
H 1.505 -1.402 -2.026
C -5.727 4.050 -2.772
O -5.300 3.139 -1.711
C -4.758 1.908 -2.205
C -4.442 1.092 -0.995
N -5.535 0.519 -0.213
C -6.441 -0.432 -0.870
C -7.556 -0.838 0.073
O -8.339 0.338 0.306
C -9.034 0.257 1.485
H -6.169 4.918 -2.266
H -6.461 3.559 -3.397
H -4.830 4.338 -3.351
H -3.793 2.119 -2.732
H -5.486 1.453 -2.854
H -3.906 1.729 -0.283
H -3.798 0.282 -1.213
H -6.188 1.269 0.087
H -5.801 -1.271 -1.174
H -6.969 -0.007 -1.749
H -7.088 -1.118 1.076
H -8.162 -1.705 -0.321
H -8.488 -0.364 2.182
H -10.054 -0.207 1.456
H -9.112 1.270 1.890
C -2.403 -6.303 0.667
O -1.011 -6.611 0.572
C -0.721 -7.478 -0.512
C 0.790 -7.484 -0.720
N 1.448 -8.219 0.329
C 2.885 -8.052 0.316
C 3.576 -8.676 1.434
O 3.143 -8.071 2.609
C 3.477 -8.766 3.816
H -2.769 -5.893 -0.286
H -2.446 -5.531 1.397
H -2.987 -7.143 1.033
H -1.337 -7.146 -1.347
H -1.127 -8.475 -0.253
H 1.176 -6.455 -0.835
H 0.989 -8.054 -1.628
H 1.040 -7.986 1.235
H 3.287 -7.011 0.107
H 3.181 -8.524 -0.605
H 4.716 -8.687 1.339
H 3.358 -9.761 1.473
H 4.594 -8.923 3.846
H 2.962 -9.710 3.872
H 3.163 -8.111 4.586
C 6.282 4.530 -11.733
O 5.447 3.392 -11.912
C 5.145 2.687 -10.720
C 3.874 3.191 -10.113
N 3.681 2.467 -8.890
C 2.657 3.044 -8.030
C 2.406 2.241 -6.821
O 1.482 2.913 -5.997
C 1.126 2.096 -4.805
H 6.160 5.211 -12.569
H 7.310 4.242 -11.694
H 5.952 5.153 -10.819
H 5.950 2.640 -9.979
H 5.067 1.613 -11.034
H 3.099 3.136 -10.870
H 3.971 4.211 -9.946
H 3.352 1.534 -9.135
H 1.640 3.164 -8.476
H 2.880 4.052 -7.682
H 3.332 1.987 -6.299
H 1.936 1.296 -7.126
H 0.816 1.092 -5.160
H 0.325 2.617 -4.303
H 1.990 2.085 -4.190
C -0.452 -4.379 -2.786
O 0.176 -4.294 -4.066
C 1.429 -3.564 -3.965
C 2.109 -3.395 -5.304
N 1.312 -2.608 -6.221
C 1.843 -2.399 -7.563
C 0.780 -1.832 -8.407
O -0.346 -2.683 -8.462
C -1.377 -2.332 -9.295
H -0.894 -3.452 -2.494
H 0.232 -4.783 -2.037
H -1.266 -5.100 -2.941
H 2.146 -4.176 -3.354
H 1.260 -2.604 -3.431
H 2.230 -4.463 -5.673
H 3.083 -2.919 -5.241
H 0.367 -2.963 -6.254
H 2.193 -3.362 -8.047
H 2.694 -1.772 -7.432
H 1.181 -1.575 -9.377
H 0.428 -0.807 -8.019
H -1.668 -1.237 -9.184
H -2.233 -2.973 -8.998
H -1.085 -2.498 -10.342
C -6.610 -4.735 -4.272
O -5.721 -3.753 -3.795
C -4.967 -3.087 -4.769
C -4.013 -2.176 -4.070
N -3.418 -1.221 -4.967
C -1.938 -1.014 -4.844
C -1.410 -0.338 -6.100
O -1.973 0.928 -6.138
C -1.693 1.769 -7.230
H -5.988 -5.481 -4.835
H -7.382 -4.267 -4.856
H -7.054 -5.248 -3.395
H -5.497 -2.522 -5.572
H -4.452 -3.905 -5.328
H -3.271 -2.737 -3.495
H -4.572 -1.579 -3.321
H -3.751 -0.247 -4.828
H -1.431 -1.970 -4.680
H -1.701 -0.461 -3.925
H -1.725 -0.919 -7.004
H -0.265 -0.346 -6.181
H -2.044 1.280 -8.163
H -0.654 2.087 -7.273
H -2.304 2.645 -7.109
C -1.329 2.120 3.651
O -0.119 2.056 4.357
C 0.691 3.140 4.050
C 1.654 3.438 5.103
N 0.994 3.540 6.343
C 1.813 4.207 7.328
C 1.000 4.345 8.607
O 0.666 2.980 8.979
C 0.685 2.682 10.412
H -1.820 1.178 3.948
H -1.111 2.190 2.578
H -1.943 2.955 4.021
H -0.001 3.988 4.025
H 1.194 3.056 3.003
H 2.117 4.375 4.878
H 2.507 2.740 5.062
H 0.621 2.622 6.697
H 2.116 5.207 6.988
H 2.738 3.724 7.627
H 0.082 4.935 8.505
H 1.589 4.787 9.433
H -0.125 3.238 10.917
H 1.660 2.969 10.860
H 0.645 1.602 10.474
C 6.476 4.281 4.349
O 5.696 4.668 3.265
C 4.624 5.464 3.502
C 4.053 5.947 2.158
N 3.432 4.875 1.477
C 2.731 5.302 0.282
C 2.486 4.193 -0.721
O 3.698 3.831 -1.348
C 3.685 2.527 -1.826
H 7.439 3.931 4.031
H 6.002 3.486 4.977
H 6.747 5.131 4.982
H 4.874 6.348 4.142
H 3.853 4.863 4.011
H 4.918 6.461 1.599
H 3.306 6.717 2.302
H 4.052 4.106 1.184
H 3.181 6.126 -0.261
H 1.673 5.592 0.527
H 1.705 4.583 -1.470
H 2.062 3.327 -0.213
H 3.697 1.832 -0.970
H 4.547 2.312 -2.423
H 2.782 2.332 -2.405
C 2.628 0.516 8.187
O 3.067 -0.425 7.207
C 2.254 -0.302 6.039
C 2.897 -1.249 4.903
N 2.058 -1.204 3.655
C 2.324 -0.092 2.726
C 3.676 0.543 2.751
O 4.689 -0.299 2.210
C 5.858 0.431 1.897
H 2.813 1.559 7.884
H 3.249 0.258 9.045
H 1.626 0.342 8.444
H 2.333 0.715 5.706
H 1.212 -0.491 6.163
H 2.929 -2.236 5.251
H 3.886 -0.876 4.777
H 2.100 -2.093 3.141
H 1.567 0.707 2.829
H 2.044 -0.543 1.744
H 3.867 0.756 3.835
H 3.737 1.533 2.321
H 6.249 0.986 2.756
H 5.801 1.163 1.019
H 6.627 -0.307 1.672
C -4.696 -0.143 4.037
O -5.184 0.292 5.317
C -4.370 1.366 5.900
C -4.816 1.693 7.293
N -4.770 0.546 8.151
C -4.985 0.876 9.528
C -5.865 -0.183 10.253
O -6.079 0.217 11.591
C -6.900 -0.736 12.287
H -4.905 0.658 3.288
H -5.199 -1.073 3.772
H -3.652 -0.255 4.081
H -4.564 2.239 5.279
H -3.290 1.153 5.879
H -5.819 2.051 7.354
H -4.230 2.530 7.579
H -3.956 -0.033 8.061
H -5.636 1.734 9.724
H -4.091 1.014 10.157
H -5.400 -1.214 10.222
H -6.828 -0.244 9.705
H -6.278 -1.625 12.365
H -7.889 -0.913 11.870
H -7.049 -0.343 13.257
```

Atomic partial charges in e from the Löwdin method, atoms 1 to 4: number 1, C, carries -0.088; number 2, C, carries -0.402; number 3, C, carries -0.240; number 4, O, carries -0.173

***

[2]
The following is a quantum chemistry calculation of a cluster of 2 separate species, C3H2N4 in total in a non-equilibrium geometry, from the OMol25 dataset.

**Energy relative to the best compared isomer or geometry (same formula, charge and spin)**: 11.59 kcal per mole
**Structure (SMILES)**: N#CC=C=N.N#N
**LUMO**: 0.3 eV
**E_HOMO**: -9.74 eV
**Multiplicity**: 1

Geometry as XYZ:
```
9
C3H2N4 wB97M-V/def2-TZVPD
N 3.027 -0.145 0.285
C 1.923 -0.260 -0.050
C 0.640 -0.497 -0.619
C -0.594 -0.470 -0.157
N -1.804 -0.491 -0.077
N -1.252 2.244 1.006
N -0.165 2.105 0.892
H 0.536 -1.162 -1.468
H -2.311 -1.325 0.188
```

Atomic partial charges in e from the natural (NBO) method, atoms 1 to 4: number 1, N, carries -0.303; number 2, C, carries 0.273; number 3, C, carries -0.569; number 4, C, carries 0.507

***

[3]
The following is a quantum chemistry calculation of a structure of composition C5H9N3, from the OMol25 dataset.

**Energy relative to the best compared isomer or geometry (same formula, charge and spin)**: 99.16 kcal per mole
**LUMO**: 0.8 eV
**E_HOMO**: -8.13 eV
**Multiplicity**: 1

Geometry as XYZ:
```
17
C5H9N3 wB97M-V/def2-TZVPD
C 3.141 -0.150 0.418
C -2.205 1.172 -0.114
C 1.735 -0.029 -0.004
C -1.421 -0.093 -0.217
C -1.846 -1.248 -0.717
N 0.736 -0.233 1.506
N -0.413 -0.206 1.420
N 1.100 0.180 -1.009
H -0.012 0.121 -0.783
H 3.809 -0.009 -0.431
H 3.355 0.592 1.190
H 3.305 -1.134 0.862
H -1.676 2.008 -0.581
H -2.367 1.437 0.935
H -3.182 1.074 -0.596
H -2.838 -1.347 -1.154
H -1.222 -2.136 -0.726
```

Atomic partial charges in e from the natural (NBO) method, atoms 1 to 4: number 1, C, carries -0.688; number 2, C, carries -0.668; number 3, C, carries 0.381; number 4, C, carries -0.070

***

[4]
The following is a quantum chemistry calculation of the molecule C9H14N2O7 in a non-equilibrium geometry, from the OMol25 dataset.

**Energy relative to the best compared isomer or geometry (same formula, charge and spin)**: 62.91 kcal per mole
**Structure (SMILES)**: N[C@@H](CC(=O)O)C(=O)N[C@@H](CCC(=O)O)C(=O)O
**LUMO**: 0.4 eV
**E_HOMO**: -9.67 eV
**Multiplicity**: 1

Geometry as XYZ:
```
32
C9H14N2O7 wB97M-V/def2-TZVPD
C -2.460 0.825 0.851
C -1.233 0.401 -0.062
C -3.697 0.515 0.016
C -3.692 -0.982 -0.262
C 0.932 -0.910 -0.251
C 1.703 -2.031 0.427
C 1.952 0.105 -0.854
C 2.901 0.793 0.147
C 4.363 0.399 0.034
H -2.890 2.610 1.844
H -2.918 2.775 0.291
H -2.267 0.385 1.789
H -4.672 0.562 0.593
H -3.971 1.071 -0.804
H -4.718 -2.294 -1.138
H -0.763 -1.293 0.846
H 0.459 -1.383 -1.143
H 2.452 -0.282 -1.796
H 1.332 0.930 -1.368
H 2.510 0.521 1.170
H 2.816 1.853 0.200
H 6.085 1.352 -0.159
H 3.014 -1.619 -0.819
N -2.361 2.326 1.049
N -0.235 -0.433 0.455
O -1.150 0.903 -1.175
O -2.937 -1.661 0.443
O -4.624 -1.342 -1.164
O 1.299 -2.619 1.343
O 4.831 -0.680 -0.126
O 5.128 1.564 -0.198
O 2.813 -2.360 -0.177
```

Atomic partial charges in e from the natural (NBO) method, atoms 1 to 4: number 1, C, carries -0.125; number 2, C, carries 0.704; number 3, C, carries -0.527; number 4, C, carries 0.814

***

[5]
The following is a quantum chemistry calculation of the ion C10H8N3O with charge +1 in a non-equilibrium geometry, from the OMol25 dataset.

**Energy relative to the best compared isomer or geometry (same formula, charge and spin)**: 0.00 kcal per mole
**Structure (SMILES)**: [NH3+][C@@H]1C(=O)c2nc3ccccc3nc21
**LUMO**: -4.9 eV
**E_HOMO**: -12.66 eV
**Total charge**: +1
**Multiplicity**: 1

Geometry as XYZ:
```
22
C10H8N3O wB97M-V/def2-TZVPD
C 2.465 -1.668 -2.287
C 3.007 -1.145 -1.104
C 1.129 -1.558 -2.529
C 2.258 -0.495 -0.114
C 0.338 -0.741 -1.783
C 0.896 -0.151 -0.479
C -1.653 0.183 -1.217
C -1.053 0.782 -0.067
C -2.994 0.555 -0.755
C -2.194 1.452 0.577
N -0.971 -0.544 -2.099
N 0.170 0.549 0.384
N -2.475 1.276 1.987
O -4.105 0.279 -0.669
H 3.066 -2.382 -2.980
H 4.136 -1.290 -0.885
H 0.686 -1.973 -3.513
H 2.659 -0.210 0.905
H -2.095 2.481 0.418
H -2.808 2.202 2.380
H -1.576 0.883 2.291
H -3.149 0.606 2.333
```

Atomic partial charges in e from the natural (NBO) method, atoms 1 to 4: number 1, C, carries -0.176; number 2, C, carries -0.161; number 3, C, carries -0.191; number 4, C, carries -0.203

***

[6]
The following is a quantum chemistry calculation of a structure of composition C22H17Cl2O2RuS5Si in a non-equilibrium geometry, from the OMol25 dataset.

**LUMO (alpha / beta)**: 2.4 / 1.5 eV
**E_HOMO (alpha / beta)**: -4.44 / -4.65 eV
**Total charge**: -1
**⟨S²⟩**: 6.031
**Multiplicity**: 5

Geometry as XYZ:
```
50
C22H17Cl2O2RuS5Si wB97M-V/def2-TZVPD
Ru -1.454 2.648 0.129
O 3.736 3.811 4.303
C 2.841 3.779 3.496
S 3.046 3.284 1.812
C 1.365 3.441 1.329
C 0.500 3.855 2.278
S -1.201 4.047 2.015
S 1.170 4.217 3.862
S 0.919 3.092 -0.299
Cl -1.889 2.784 -2.822
C -1.794 4.553 -2.933
Cl -1.969 5.239 -1.305
H -2.600 4.919 -3.556
H -0.817 4.821 -3.314
O -1.270 0.762 -0.831
Si -0.445 -0.551 -0.467
C 1.036 -0.905 -1.601
C 2.251 -0.235 -1.449
C 3.324 -0.482 -2.292
C 3.207 -1.420 -3.309
C 2.014 -2.108 -3.470
C 0.942 -1.848 -2.627
C 0.188 -0.593 1.324
C -0.605 -0.034 2.326
C -0.239 -0.103 3.662
C 0.945 -0.733 4.020
C 1.753 -1.289 3.039
C 1.374 -1.221 1.706
C -1.604 -2.041 -0.592
C -1.164 -3.326 -0.273
C -2.023 -4.414 -0.343
C -3.342 -4.232 -0.735
C -3.796 -2.959 -1.053
C -2.932 -1.874 -0.979
H 2.363 0.494 -0.657
H 4.251 0.062 -2.154
H 4.045 -1.619 -3.967
H 1.919 -2.848 -4.257
H 0.012 -2.389 -2.762
H -1.550 0.437 2.061
H -0.873 0.338 4.421
H 1.235 -0.794 5.062
H 2.685 -1.771 3.313
H 2.014 -1.651 0.943
H -0.135 -3.473 0.040
H -1.662 -5.404 -0.089
H -4.013 -5.081 -0.788
H -4.826 -2.813 -1.357
H -3.285 -0.876 -1.213
S -3.647 2.505 0.351
```

Atomic partial charges in e from the natural (NBO) method, atoms 1 to 4: number 1, Ru, carries 0.729; number 2, O, carries -0.589; number 3, C, carries 0.188; number 4, S, carries 0.326

***

[7]
The following is a quantum chemistry calculation of a structure of composition C20H22MnN3O5S3 in a non-equilibrium geometry, from the OMol25 dataset.

**Energy relative to the best compared isomer or geometry (same formula, charge and spin)**: 15.06 kcal per mole
**LUMO (alpha / beta)**: -1.6 / -0.5 eV
**E_HOMO (alpha / beta)**: -7.84 / -7.84 eV
**⟨S²⟩**: 6.093
**Multiplicity**: 5

Geometry as XYZ:
```
54
C20H22MnN3O5S3 wB97M-V/def2-TZVPD
Mn -0.217 1.190 -0.207
C -0.575 -3.132 -0.767
C -0.920 -1.703 -0.471
N 0.020 -0.814 -0.346
N 1.313 -1.191 -0.475
C 2.037 -0.519 -1.311
S 1.415 0.707 -2.353
S 3.736 -0.880 -1.447
C 4.151 -1.404 0.275
C 4.179 -2.883 0.455
C 3.058 -3.560 0.921
C 3.096 -4.931 1.100
C 4.249 -5.641 0.812
C 5.365 -4.975 0.335
C 5.331 -3.603 0.158
C -2.318 -1.319 -0.419
C -3.310 -2.279 -0.196
C -4.650 -1.965 -0.241
C -5.044 -0.665 -0.539
C -4.100 0.305 -0.777
C -2.720 0.021 -0.714
O -1.859 0.971 -0.953
H 0.491 -3.216 -0.964
H -1.134 -3.476 -1.635
H -0.826 -3.767 0.081
H 3.412 -0.922 0.911
H 5.138 -0.973 0.439
H 2.160 -3.001 1.138
H 2.223 -5.448 1.470
H 4.276 -6.711 0.956
H 6.264 -5.526 0.103
H 6.200 -3.081 -0.215
H -3.016 -3.289 0.043
H -5.388 -2.728 -0.045
H -6.094 -0.418 -0.587
H -4.389 1.320 -1.001
O -1.249 2.609 0.980
S -2.408 3.293 0.315
C -2.769 4.680 1.484
C -2.677 5.958 0.673
C -1.475 5.782 -0.247
C -1.655 4.432 -0.922
H -1.995 4.614 2.247
H -3.747 4.522 1.932
H -2.573 6.829 1.321
H -3.582 6.080 0.075
H -0.555 5.778 0.338
H -1.409 6.583 -0.983
H -0.714 3.974 -1.234
H -2.337 4.486 -1.768
O 2.933 2.903 1.076
N 1.928 2.500 0.572
O 1.272 3.128 -0.266
O 1.460 1.353 0.874
```

Atomic partial charges in e from the natural (NBO) method, atoms 1 to 4: number 1, Mn, carries 1.574; number 2, C, carries -0.684; number 3, C, carries 0.331; number 4, N, carries -0.348